Here is a 3-piece molecular cluster, C33H29F17IN3O5 overall from the Open Molecules 2025 dataset. Energies are from wB97M-V/def2-TZVPD.

Structure (XYZ):
```
88
Properties=species:S:1:pos:R:3:forces:R:3
C 0.86433 1.21822 -0.27258 -0.37 -0.70 1.29
C -0.49400 0.40529 0.05208 -1.88 -1.47 0.01
C -0.56128 -1.03937 -0.58523 -3.00 0.47 2.00
C -1.78424 -2.00429 -0.36354 0.56 4.52 1.95
C -2.92560 -1.44114 0.54412 2.83 1.65 -0.73
C -2.86916 -0.00697 1.16386 2.13 -1.24 -1.63
C -1.66526 0.99270 0.93874 -0.03 -4.24 -2.03
C -1.59522 2.45525 1.57731 -0.68 -0.64 0.44
C -2.24870 3.61656 0.70052 -0.23 3.18 -2.20
C -1.41517 4.74845 -0.00644 -2.45 -0.44 0.66
C 0.18972 4.79219 0.08213 0.14 -0.81 -0.42
C 0.75087 4.96199 1.57569 -2.17 1.85 1.69
O 0.12805 5.63248 2.41621 3.45 -3.17 -3.17
F 2.02746 4.33655 1.85264 -2.84 1.38 -0.66
C -2.10931 5.89765 -0.81945 -3.45 -2.08 1.03
C -1.35588 7.12092 -1.53517 -0.39 0.16 0.49
C -1.07899 6.79723 -3.08744 -3.92 -4.02 -0.94
O -1.82485 5.93239 -3.63548 3.72 4.14 2.13
I 0.46188 7.75021 -4.30646 -0.59 -0.23 0.82
C -3.64697 5.85775 -0.94735 2.23 -1.30 1.35
C -4.56516 4.75143 -0.26820 2.60 1.31 -0.73
N -5.98082 4.88278 -0.50108 1.66 -5.06 3.71
C -6.62373 3.80948 0.18486 1.14 0.63 -0.25
C -5.96867 2.70778 1.07329 1.61 1.69 -0.78
C -6.92983 1.59796 1.75481 1.88 -0.54 -1.24
C -7.55825 0.64940 0.57836 0.10 0.63 -0.44
C -6.50253 0.28149 -0.56255 2.54 -3.40 -1.32
N -6.21553 1.14709 -1.74319 -1.51 -1.47 0.70
O -5.84642 -0.81632 -0.52985 -2.63 4.17 0.68
N -4.56064 2.64068 1.26541 -3.42 2.68 -2.25
C -3.83462 3.66834 0.56292 0.36 0.18 -0.21
H 1.03945 2.06767 0.49620 -0.39 -1.42 -1.34
H 0.88137 1.64642 -1.33329 0.00 -0.73 1.48
H 1.73192 0.47364 -0.08347 -1.38 1.34 -0.69
H 0.30737 -1.44628 -1.22026 -1.37 1.00 1.12
H -1.79612 -3.05507 -0.82616 -0.08 1.89 0.87
H -3.82459 -2.11250 0.76732 1.44 1.30 -0.36
H -3.77544 0.27729 1.82109 1.86 -0.30 -1.26
H -2.19119 2.40567 2.57140 0.92 0.13 -1.69
H -0.50555 2.63865 1.88588 -1.64 0.06 -0.71
H 0.65234 5.66296 -0.52732 -0.97 -1.34 1.09
H 0.56150 3.83571 -0.44520 -0.29 1.54 1.17
H -0.42227 7.48511 -0.97326 -1.33 -0.71 -0.97
H -2.10062 8.01000 -1.49735 1.27 -1.41 -0.30
H -4.16441 6.70158 -1.54459 0.85 -1.67 1.11
H -7.77301 3.75153 0.06680 2.09 0.21 0.21
H -7.73877 2.05217 2.42114 1.21 -0.68 -1.02
H -6.20776 0.89861 2.33177 -1.33 1.40 -0.60
H -7.90945 -0.35556 1.03098 0.50 1.80 -0.87
H -8.41195 1.23066 0.07388 1.06 -1.04 0.78
H -5.54586 0.64270 -2.36275 -0.44 0.29 1.11
H -7.06974 1.22442 -2.33883 0.64 0.41 0.94
F 5.28998 -0.08333 0.19744 0.01 -0.01 -0.08
C 5.23611 0.71211 -0.88261 -0.39 0.80 0.29
F 3.98290 1.23911 -0.90753 0.09 -0.06 -0.34
C 5.52157 -0.02352 -2.19484 -0.03 -0.92 -0.38
F 4.54893 -0.92470 -2.47416 0.01 0.22 0.23
F 5.47243 0.90033 -3.20194 0.20 0.18 0.42
C 6.89256 -0.72500 -2.29736 0.60 -0.20 -0.56
O 6.94175 -2.12353 -1.98143 -0.63 0.27 1.31
C 7.03319 -2.47825 -0.61442 1.03 0.86 -1.26
F 7.37648 -1.38896 0.10144 -0.13 -0.42 0.33
F 8.08094 -3.33004 -0.51742 -0.54 -0.14 0.07
C 5.76981 -3.17622 -0.08994 -0.66 -0.52 0.39
F 4.65530 -2.44732 -0.31795 0.26 -0.02 -0.21
F 5.84518 -3.36077 1.25168 0.43 0.14 -0.26
H 5.93498 1.54174 -0.73755 0.11 -0.09 -0.16
H 7.16957 -0.68634 -3.35556 -0.28 -0.10 0.12
H 7.68151 -0.16748 -1.78666 -0.28 -0.02 0.20
H 5.63552 -4.15036 -0.56473 0.22 0.04 -0.10
F 3.87464 -6.53935 2.24761 -0.07 -0.01 -0.08
C 3.74998 -7.80491 1.81679 0.79 -0.49 0.32
F 4.96948 -8.16788 1.33624 -0.25 -0.11 -0.23
C 2.68397 -7.97725 0.73050 -0.48 0.54 -0.69
F 3.03795 -7.33811 -0.41090 0.16 -0.04 0.26
F 2.63431 -9.30620 0.41208 0.08 0.09 0.49
C 1.24847 -7.55519 1.11228 -0.81 -0.20 -0.14
O 0.82360 -6.23676 0.73797 1.20 0.55 0.66
C 1.19743 -5.16664 1.58587 -1.16 -1.47 0.12
F 1.62391 -5.66569 2.76330 0.13 0.53 -0.04
F 0.05867 -4.49120 1.86124 0.45 0.17 -0.33
C 2.20245 -4.20726 0.93254 0.48 0.74 -0.26
F 3.29742 -4.85398 0.47192 -0.29 -0.15 -0.02
F 2.64179 -3.28930 1.82859 -0.40 -0.31 0.09
H 3.53726 -8.44543 2.67830 -0.19 -0.02 -0.09
H 0.58331 -8.21374 0.54489 0.24 0.16 -0.11
H 1.02008 -7.76994 2.15908 0.31 0.15 -0.02
H 1.74786 -3.67821 0.09226 -0.22 -0.10 0.07
```
Forces are in eV/Å.

The lowest unoccupied orbital energy is -0.990 eV. The orbital gap is 7.2 eV. As for the HOMO energy: -8.148 eV. The energy is -3810.37498 Eh.



Here is a 11-piece molecular cluster, C44H66O33 overall from the Open Molecules 2025 dataset. Energies are from wB97M-V/def2-TZVPD.

Structure (XYZ):
```
143
Properties=species:S:1:pos:R:3:forces:R:3
C -3.73769 2.15975 -3.57124 1.34 -0.05 0.41
C -3.98061 1.46661 -4.90495 -3.48 0.98 1.38
C -5.16144 2.20545 -5.69564 0.43 -0.43 1.43
O -4.62631 2.35060 -6.97943 4.37 0.27 -2.58
C -3.22539 2.16521 -6.86620 -6.13 0.70 -1.35
O -2.44063 2.33272 -7.82552 0.57 0.53 -1.23
O -2.88709 1.72347 -5.79372 3.06 -1.11 2.42
H -3.23839 3.11677 -3.72260 -0.06 0.12 -0.40
H -3.02676 1.63033 -2.93688 -0.04 -0.31 -0.12
H -4.57601 2.39229 -2.91454 -0.52 -0.46 -0.59
H -4.13229 0.38775 -4.87111 0.27 0.04 0.09
H -5.36837 3.19897 -5.29789 0.13 -0.04 0.19
H -6.10951 1.69055 -5.85098 0.23 -0.38 0.40
C 2.57600 -3.77962 2.06443 -0.20 0.32 0.36
C 3.05268 -5.14071 1.50009 0.28 2.51 1.74
C 3.73847 -6.12427 2.51649 -1.07 -0.25 -2.08
O 3.10045 -7.35322 2.07113 -0.86 -0.33 -0.64
C 2.07646 -7.08537 1.16828 0.12 -4.84 -1.28
O 1.47850 -7.94359 0.49739 1.57 2.20 2.38
O 1.92485 -5.82295 1.02354 -0.89 1.71 -0.50
H 1.73459 -3.29434 1.56982 0.14 -0.47 -1.06
H 3.34709 -3.00969 2.09133 0.19 -0.41 0.12
H 2.10532 -3.82961 3.04629 0.63 -0.64 0.29
H 3.70983 -4.94741 0.65221 0.14 -0.16 0.00
H 3.53591 -6.02216 3.58262 0.12 0.41 -0.20
H 4.78782 -6.18178 2.22726 0.00 -0.05 0.67
C 1.30906 -1.15210 -0.49346 -1.47 1.31 -0.27
C 0.67646 0.07910 -1.25330 -0.95 -0.96 1.74
C -0.88241 0.13707 -1.39713 1.88 -6.84 -3.55
O -1.37909 1.18333 -0.81040 -3.37 4.48 1.40
C -0.45259 1.81846 -0.17097 1.72 4.07 3.60
O -0.49808 2.83107 0.58009 -1.17 -2.79 -2.61
O 0.68689 1.23242 -0.34680 3.37 -0.66 -0.40
H 2.36192 -0.88354 -0.40705 -0.09 -0.33 0.66
H 1.18622 -2.12733 -0.96456 0.08 0.39 -0.63
H 0.71091 -1.24627 0.41288 0.69 0.07 0.57
H 1.35044 0.14460 -2.10745 -0.62 1.26 -0.35
H -1.31682 -0.74248 -0.92196 0.13 -0.40 -0.01
H -1.14212 0.03435 -2.45074 -0.30 0.40 -0.14
C -1.27645 -6.92086 -2.35584 -0.14 1.42 -0.19
C -0.27502 -5.80749 -1.80335 -1.09 -1.87 -1.05
C -0.30603 -4.51346 -2.60512 0.55 -0.77 0.47
O -0.63658 -3.50308 -1.65019 -0.77 0.46 -0.31
C -1.00553 -4.04772 -0.49463 -0.67 -0.03 3.03
O -1.56590 -3.43091 0.44754 2.34 -2.62 -3.64
O -0.56877 -5.39403 -0.49763 -1.41 1.85 1.35
H -0.90604 -7.27198 -3.31896 0.54 -0.49 0.26
H -2.22240 -6.49775 -2.69385 -0.22 0.70 0.35
H -1.60252 -7.72430 -1.69534 0.87 -0.01 0.17
H 0.72206 -6.23206 -1.92022 0.03 -0.11 0.90
H -1.07508 -4.61777 -3.37049 0.53 0.71 -0.26
H 0.74226 -4.38030 -2.87244 -0.46 0.69 -0.92
C -2.27927 1.35758 3.28396 2.29 0.87 -0.57
C -0.85833 1.98537 3.51510 -1.27 0.79 0.43
C -0.39988 2.16296 4.97321 0.28 -0.22 -1.07
O 0.88356 1.60406 4.92091 2.63 -0.41 1.45
C 1.18851 1.05359 3.76212 1.75 -1.56 0.21
O 2.19836 0.45338 3.44783 -0.90 0.97 0.82
O 0.15388 1.13135 2.99269 -2.07 -0.42 -2.47
H -2.32031 1.55051 2.21196 -0.68 -0.88 -0.24
H -3.11854 1.89096 3.73030 0.32 -0.11 0.41
H -2.16459 0.31162 3.56843 -0.66 -0.03 -0.20
H -0.77248 2.88549 2.90639 -0.11 0.25 0.33
H -0.97286 1.49956 5.62104 -0.31 0.74 0.47
H -0.15187 3.18644 5.25443 -1.19 0.04 0.43
C -0.84253 6.19334 1.60066 0.03 0.53 0.84
C 0.40150 6.88152 2.27186 -1.19 -0.68 -0.19
C 0.14118 7.88424 3.49920 0.50 -0.34 -0.91
O 0.60652 7.19765 4.65682 0.69 -1.19 -0.93
C 1.22597 6.01208 4.29855 -1.59 2.17 -2.18
O 1.66195 5.26149 5.06852 0.89 -1.47 0.89
O 1.18851 5.84495 2.89576 -0.06 0.57 1.64
H -1.49241 5.94563 2.43994 -0.39 -0.29 -0.27
H -0.67941 5.32028 0.96878 0.92 -0.40 0.64
H -1.38751 6.78947 0.86873 0.01 0.92 0.46
H 0.96761 7.31190 1.44578 0.40 0.32 0.50
H -0.86876 8.20309 3.75696 -0.17 -0.24 -0.68
H 0.75547 8.76841 3.32893 -0.01 0.06 0.17
C -4.52548 -6.10173 -4.62398 -1.58 0.00 0.33
C -4.26114 -4.65997 -5.14183 -1.59 -2.40 -1.78
C -5.19579 -3.49309 -4.99836 -3.17 -0.14 1.42
O -4.43093 -2.42659 -4.50268 2.92 0.71 -0.28
C -3.19500 -2.92770 -4.20281 3.29 1.79 0.78
O -2.20009 -2.26753 -3.80949 -4.27 -2.45 -1.50
O -3.19429 -4.27385 -4.45122 4.28 3.12 2.60
H -3.79003 -6.90364 -4.68847 0.64 0.66 -1.16
H -5.45804 -6.52308 -4.99933 -0.03 0.10 -0.14
H -4.60763 -6.11674 -3.53719 -0.44 0.75 0.19
H -4.04285 -4.57314 -6.20621 0.45 -1.01 -0.36
H -5.91176 -3.50912 -4.17663 -0.78 -1.14 -0.43
H -5.69195 -3.25459 -5.93912 0.09 0.21 0.15
C 8.11786 -1.12594 -0.66900 0.84 0.82 0.29
C 6.98869 -0.73670 0.33406 2.27 2.22 -4.18
C 5.63385 -0.86240 -0.26284 -0.24 1.39 0.20
O 4.99583 -1.67998 0.73681 -0.93 0.28 -0.64
C 5.97569 -2.27416 1.43211 -0.88 -2.39 2.04
O 5.87355 -3.20642 2.19487 -0.76 0.73 -0.77
O 7.11576 -1.71124 1.19732 1.22 -3.67 3.35
H 8.52937 -0.52090 -1.47689 -0.52 0.84 0.33
H 7.85680 -2.04547 -1.19285 -0.25 -0.24 0.52
H 8.92365 -1.30093 0.04388 0.43 -0.33 -0.55
H 7.08264 0.13389 0.98317 0.31 0.96 -1.02
H 5.51472 -1.26001 -1.27072 0.24 -0.39 0.25
H 5.41002 0.20389 -0.29496 -1.76 -0.24 0.05
C 2.95437 3.09417 1.09334 -1.02 -0.34 -0.99
C 2.87434 3.26743 -0.46212 1.07 -0.19 1.73
C 3.68498 4.42736 -1.03611 -0.51 0.77 1.96
O 4.29211 3.90269 -2.16043 0.50 -0.16 -2.52
C 4.14000 2.59789 -2.19672 1.62 -5.00 -2.43
O 4.46826 1.77844 -3.12598 -1.37 4.04 3.92
O 3.65975 2.16238 -0.99091 -0.34 0.15 -1.39
H 2.33618 3.79490 1.65451 0.11 0.26 -0.21
H 3.96846 3.07150 1.49235 0.10 0.30 -0.38
H 2.52808 2.11291 1.30191 -0.01 -0.06 0.04
H 1.87863 3.16926 -0.89459 -0.04 0.24 0.37
H 4.46278 4.67894 -0.31512 0.09 0.21 0.02
H 3.13860 5.33301 -1.29950 -0.14 -0.20 -0.01
C -0.09681 -2.44855 3.60303 0.22 -0.45 -1.25
C 0.52013 -2.79968 4.94412 -0.35 1.76 -1.61
C 0.38335 -1.57956 5.79223 0.01 0.75 1.36
O -0.47710 -2.04910 6.82943 -0.36 2.41 1.98
C -0.97365 -3.24772 6.55834 -4.19 0.22 4.99
O -1.88980 -3.81432 7.18668 2.80 1.70 -1.90
O -0.33115 -3.66684 5.58933 1.42 -5.87 -4.21
H 0.45173 -1.62852 3.13962 0.33 -0.10 -0.11
H -1.12734 -2.09480 3.63421 -0.11 -0.02 0.77
H -0.15307 -3.28932 2.91162 0.27 -0.05 -0.01
H 1.54919 -3.15495 4.89000 -0.27 -0.35 0.01
H -0.15360 -0.77577 5.28854 0.23 0.06 -0.05
H 1.31928 -1.20848 6.20990 -0.16 0.05 0.11
C -3.83277 4.40741 0.73681 1.73 -0.72 1.81
C -3.99253 4.67897 -0.69182 -1.38 2.04 -0.50
C -3.88435 6.20024 -1.08458 -1.10 -1.06 -1.24
O -2.87157 6.19265 -2.06533 2.72 -0.74 0.02
C -2.22667 4.96152 -2.05006 2.29 1.75 -3.23
O -1.24380 4.63190 -2.69523 -1.41 1.31 0.85
O -2.90560 4.11592 -1.39724 -1.54 -2.72 1.78
H -2.74909 4.45443 0.84422 0.28 0.21 0.33
H -3.97966 3.38320 1.07960 -0.71 -0.04 -0.31
H -4.19434 5.10911 1.48848 -0.59 0.08 -0.49
H -4.93038 4.36128 -1.14747 0.08 -0.61 0.12
H -3.74342 6.93685 -0.29361 0.20 -0.21 -0.03
H -4.72418 6.41041 -1.74685 -0.65 0.59 0.98
```
Forces are in eV/Å.

The lowest unoccupied orbital energy (spin up / spin down) is -3.831 / -9.949 eV. The multiplicity is 2. The orbital gap (spin up / spin down) is 7.5 / 1.4 eV. As for the net charge: +1. As for the HOMO energy (spin up / spin down): -11.338 / -11.338 eV. The energy is -4198.62705 Eh.